# 1
{
  "formula": "C10H10O2",
  "method": "ωB97M-V/def2-TZVPD",
  "fmax_ha_per_bohr": 0.12293,
  "homo_ev": -8.82,
  "relative_energy_kcal_mol": 50.7,
  "gap_ha": 0.346,
  "lumo_ev": 0.6,
  "energy_ev": -14625.7478,
  "elements": ["O", "C", "C", "C", "C", "C", "C", "C", "O", "C", "C", "C", "H", "H", "H", "H", "H", "H", "H", "H", "H", "H"],
  "coordinates": [[-0.3457, 0.1340, 2.9402], [-0.3257, 0.5378, 1.8374], [-0.5709, 2.0012, 1.5704], [0.5598, 2.3731, 0.4135], [0.0277, 1.5703, -0.7408], [-0.1580, 0.1814, -0.5628], [0.3617, -0.7537, -1.5957], [0.3286, -2.1093, -1.3521], [0.7502, -2.8871, -2.4380], [-0.1504, -2.6715, -0.1136], [-0.4579, -1.8188, 0.8629], [-0.3459, -0.3878, 0.6743], [-1.4044, 2.1177, 0.9816], [-0.4130, 2.6427, 2.4013], [1.5751, 2.0510, 0.7604], [0.5972, 3.3640, 0.0026], [0.7899, 1.7865, -1.5958], [-0.9290, 1.9074, -1.0463], [0.5513, -0.3634, -2.6010], [0.3373, -3.7437, -2.2931], [-0.1065, -3.8041, -0.0114], [-0.6713, -2.1279, 1.9061]],
  "forces_ev_per_a": [[0.63, -1.40, 3.51], [-2.24, 0.81, -2.00], [4.92, 0.48, -1.89], [-1.23, -1.57, 1.67], [2.94, 2.24, -2.63], [3.27, -5.32, -0.95], [-2.22, 1.23, 1.32], [-0.13, 0.21, -0.94], [-0.62, 0.11, 1.42], [1.24, -1.90, -2.37], [0.09, 2.20, 2.30], [-0.36, -0.54, 0.02], [-2.59, 0.48, -0.50], [-0.50, 0.20, 0.94], [-0.81, 0.22, -0.46], [-0.07, 0.90, 0.76], [-1.60, -0.63, 0.91], [-0.99, 1.25, -0.48], [0.26, -0.31, 0.44], [0.23, -0.32, -0.25], [-0.28, 1.63, 0.06], [0.06, 0.04, -0.87]]
}

***

# 2
{
  "formula": "C44H58N7O2PS2SbV",
  "method": "ωB97M-V/def2-TZVPD",
  "total_charge": 1,
  "fmax_ha_per_bohr": 0.01507,
  "homo_ev": [-9.39, -8.84],
  "multiplicity": 2,
  "relative_energy_kcal_mol": 0.0,
  "gap_ha": [0.269, 0.248],
  "lumo_ev": [-2.1, -2.1],
  "energy_ev": -124276.5092,
  "elements": ["V", "N", "C", "C", "N", "C", "C", "N", "C", "C", "N", "H", "H", "H", "H", "H", "H", "H", "H", "H", "H", "H", "H", "H", "H", "H", "H", "H", "H", "C", "C", "C", "C", "C", "C", "C", "Sb", "C", "C", "C", "C", "C", "C", "C", "C", "C", "C", "C", "C", "C", "C", "H", "H", "H", "H", "H", "H", "H", "H", "H", "H", "H", "H", "H", "H", "H", "H", "H", "H", "H", "H", "H", "C", "P", "C", "C", "C", "C", "C", "C", "C", "H", "H", "H", "H", "H", "H", "H", "H", "H", "H", "H", "N", "C", "C", "C", "C", "C", "C", "S", "O", "O", "N", "C", "S", "C", "C", "N", "H", "H", "H", "H", "H", "H", "H", "H"],
  "coordinates": [[-2.3710, -0.1464, 1.0986], [-4.4646, -0.7892, 1.4088], [-4.5297, -2.0151, 2.2457], [-3.2669, -2.1697, 3.0803], [-2.0448, -1.9217, 2.2935], [-0.9149, -1.5738, 3.1905], [0.2558, -0.9917, 2.4056], [-0.2239, -0.1079, 1.3256], [-1.6958, -3.0710, 1.4184], [-2.3123, -2.9804, 0.0236], [-2.1195, -1.6169, -0.5082], [-4.7965, 0.0170, 1.9319], [-5.1142, -0.8886, 0.6379], [-4.6509, -2.8658, 1.5784], [-5.3991, -2.0173, 2.9072], [-3.2542, -3.1661, 3.5384], [-3.2704, -1.4432, 3.8920], [-0.5894, -2.4430, 3.7738], [-1.2899, -0.8233, 3.8863], [0.8588, -1.7870, 1.9616], [0.9103, -0.4592, 3.1001], [0.4420, -0.2021, 0.5528], [-0.1970, 0.8916, 1.6157], [-1.9802, -4.0134, 1.8980], [-0.6117, -3.0876, 1.3050], [-3.3795, -3.1909, 0.0389], [-1.8488, -3.7378, -0.6138], [-2.7061, -1.4564, -1.3236], [-1.1557, -1.4992, -0.8314], [1.1775, -4.4988, -1.2591], [2.6446, -4.2037, -1.4559], [3.5522, -5.2595, -1.4638], [4.9075, -5.0402, -1.6566], [5.3765, -3.7503, -1.8460], [4.4829, -2.6895, -1.8361], [3.1206, -2.9001, -1.6412], [1.7558, -1.2463, -1.6930], [1.8601, -0.9722, -3.8095], [3.0520, -0.5417, -4.3867], [3.1473, -0.3430, -5.7549], [2.0402, -0.5815, -6.5563], [0.8589, -1.0310, -5.9880], [0.7513, -1.2399, -4.6142], [-0.5401, -1.7692, -4.0472], [3.1220, 0.2053, -0.9042], [3.8547, -0.2651, 0.1931], [4.7632, 0.5408, 0.8538], [4.9444, 1.8502, 0.4268], [4.2002, 2.3338, -0.6314], [3.2702, 1.5375, -1.3067], [2.4522, 2.1977, -2.3834], [1.0135, -5.5652, -1.1075], [0.5875, -4.1944, -2.1282], [0.7816, -3.9682, -0.3878], [3.1889, -6.2705, -1.3198], [5.5941, -5.8768, -1.6604], [6.4319, -3.5676, -2.0007], [4.8623, -1.6835, -1.9719], [3.9139, -0.3384, -3.7608], [4.0774, -0.0030, -6.1914], [2.0999, -0.4303, -7.6263], [0.0052, -1.2408, -6.6225], [-1.1855, -2.1440, -4.8412], [-1.0921, -0.9956, -3.5197], [-0.3653, -2.5909, -3.3482], [3.7438, -1.2962, 0.5152], [5.3351, 0.1458, 1.6840], [5.6577, 2.4948, 0.9241], [4.3231, 3.3638, -0.9449], [3.0945, 2.7382, -3.0807], [1.7801, 2.9253, -1.9258], [1.8594, 1.4925, -2.9596], [-3.2580, 3.2633, -0.1736], [-2.5192, 1.6391, -0.5802], [-0.9000, 2.1365, -1.2662], [-3.4593, 1.2372, -2.1127], [-3.1038, 1.7362, -3.3662], [-3.8589, 1.4402, -4.4920], [-4.9874, 0.6399, -4.3900], [-5.3652, 0.1461, -3.1504], [-4.6050, 0.4478, -2.0285], [-4.2586, 3.1282, 0.2378], [-3.3226, 3.8778, -1.0717], [-2.6384, 3.7729, 0.5670], [-0.9478, 3.0674, -1.8340], [-0.5251, 1.3441, -1.9146], [-0.2026, 2.2970, -0.4423], [-2.2296, 2.3637, -3.4776], [-3.5621, 1.8389, -5.4539], [-5.5747, 0.4113, -5.2695], [-6.2542, -0.4642, -3.0553], [-4.9228, 0.0798, -1.0613], [3.7430, 2.6385, 6.5877], [2.8841, 2.9663, 5.5609], [3.0210, 2.3654, 4.3015], [2.1449, 2.6686, 3.2804], [1.1047, 3.5658, 3.5034], [0.9621, 4.1744, 4.7433], [1.8425, 3.8746, 5.7656], [-0.0119, 3.9376, 2.2016], [0.7339, 4.0136, 0.9737], [-0.8176, 5.0580, 2.6191], [-0.9197, 2.6010, 2.0715], [-1.9619, 2.3813, 2.8572], [-2.5493, 3.4398, 4.1214], [-3.7445, 2.2694, 4.5460], [-3.6701, 1.2082, 3.7314], [-2.6826, 1.2400, 2.7550], [4.6211, 2.2159, 6.3415], [3.7899, 3.2670, 7.3709], [3.8325, 1.6689, 4.1299], [2.2765, 2.2260, 2.2987], [0.1674, 4.8919, 4.8955], [1.7313, 4.3508, 6.7322], [-4.4492, 2.4424, 5.3417], [-4.3334, 0.3587, 3.8077]],
  "forces_ev_per_a": [[-0.45, 0.60, 0.19], [-0.03, -0.24, 0.01], [-0.02, 0.00, 0.00], [0.02, 0.01, 0.01], [0.01, -0.41, 0.23], [-0.04, 0.00, 0.00], [0.01, -0.05, 0.14], [0.64, 0.28, -0.19], [-0.04, 0.07, -0.04], [0.04, 0.02, 0.01], [0.08, -0.09, -0.09], [-0.03, 0.02, -0.04], [-0.01, -0.02, -0.03], [-0.01, -0.02, 0.01], [0.00, 0.01, 0.01], [0.01, -0.01, 0.01], [-0.01, -0.03, -0.01], [0.00, 0.00, 0.01], [0.00, 0.01, 0.00], [-0.01, 0.01, -0.02], [0.01, -0.03, 0.00], [-0.38, 0.28, 0.07], [0.05, -0.18, -0.06], [0.02, -0.01, -0.01], [-0.01, 0.02, -0.01], [-0.01, 0.02, 0.01], [0.00, -0.02, 0.01], [-0.02, 0.01, 0.02], [-0.03, -0.03, 0.02], [0.01, -0.01, 0.02], [-0.02, 0.01, 0.00], [0.01, 0.00, -0.01], [-0.01, -0.01, 0.00], [0.00, 0.01, -0.01], [-0.01, 0.01, -0.02], [-0.04, -0.06, 0.05], [-0.05, -0.03, 0.02], [0.13, 0.07, 0.05], [-0.04, 0.09, 0.00], [-0.01, 0.00, 0.00], [0.01, -0.01, 0.01], [0.00, -0.04, 0.00], [0.04, -0.03, -0.07], [-0.02, -0.16, -0.11], [0.03, 0.02, -0.01], [0.02, -0.02, -0.05], [0.00, 0.03, 0.06], [0.01, 0.00, 0.05], [-0.05, 0.01, 0.00], [-0.01, -0.05, 0.08], [0.02, -0.02, 0.00], [0.00, 0.00, 0.00], [0.01, -0.02, 0.02], [0.00, 0.00, -0.02], [0.00, 0.00, 0.00], [0.00, 0.00, 0.00], [0.00, 0.00, 0.00], [0.00, -0.01, 0.00], [0.00, 0.00, 0.00], [0.00, -0.01, 0.00], [0.00, 0.00, 0.01], [0.01, 0.01, 0.01], [0.01, 0.01, 0.00], [-0.13, 0.22, 0.15], [-0.02, 0.02, -0.04], [0.01, 0.02, -0.01], [0.00, 0.01, 0.00], [0.00, 0.00, 0.00], [0.00, 0.01, 0.00], [-0.01, -0.02, 0.00], [-0.02, 0.03, -0.01], [-0.05, -0.03, -0.02], [0.00, 0.03, 0.12], [0.21, 0.24, -0.31], [0.02, 0.09, 0.05], [0.00, -0.05, 0.04], [0.08, -0.04, -0.01], [0.03, -0.01, -0.02], [-0.02, -0.01, 0.01], [0.01, 0.02, 0.00], [-0.02, -0.04, 0.01], [-0.02, 0.00, -0.01], [0.01, 0.01, 0.00], [-0.06, -0.04, -0.07], [-0.01, -0.02, -0.01], [0.06, -0.09, -0.04], [-0.05, 0.01, -0.03], [0.01, 0.00, 0.01], [-0.01, 0.00, 0.01], [0.01, 0.00, 0.00], [0.00, 0.00, 0.00], [0.03, 0.00, 0.01], [-0.03, -0.06, 0.03], [0.01, 0.03, -0.01], [-0.01, -0.02, -0.01], [-0.01, -0.05, 0.01], [0.08, 0.13, -0.02], [-0.04, -0.03, 0.00], [0.00, -0.02, 0.01], [0.08, -0.11, -0.02], [-0.03, -0.02, 0.05], [-0.02, 0.01, -0.04], [-0.15, -0.28, -0.12], [0.02, -0.06, 0.04], [-0.02, 0.01, 0.00], [-0.02, 0.03, 0.01], [-0.01, -0.05, -0.02], [0.16, 0.03, -0.03], [0.01, 0.02, -0.01], [0.01, 0.01, -0.01], [0.03, -0.01, -0.02], [0.03, 0.02, 0.00], [0.02, 0.01, -0.01], [0.00, 0.01, -0.01], [0.00, -0.01, 0.00], [0.02, 0.02, 0.02]]
}

***

# 3
{
  "formula": "C21H31CrO4",
  "method": "ωB97M-V/def2-TZVPD",
  "total_charge": -1,
  "fmax_ha_per_bohr": 0.05700,
  "homo_ev": [-1.48, -3.38],
  "multiplicity": 5,
  "relative_energy_kcal_mol": 0.0,
  "gap_ha": [0.158, 0.227],
  "lumo_ev": [2.8, 2.8],
  "energy_ev": -58887.0224,
  "elements": ["O", "C", "C", "H", "H", "C", "H", "H", "C", "H", "H", "H", "C", "H", "H", "H", "Cr", "C", "C", "C", "H", "C", "C", "H", "H", "H", "H", "C", "C", "C", "H", "C", "C", "H", "H", "H", "H", "O", "C", "C", "H", "H", "C", "H", "H", "C", "H", "H", "H", "H", "C", "O", "C", "O", "H", "H", "H"],
  "coordinates": [[-0.4475, -0.1556, -4.8048], [-0.9061, 0.8863, -5.8041], [-0.2239, 0.1749, -6.9584], [-0.5334, 1.8944, -5.5678], [-2.0078, 0.8967, -5.9099], [-0.0747, -0.9757, -5.9628], [0.7400, 0.5907, -7.2620], [-0.8491, -0.0348, -7.8234], [1.3247, -1.5132, -5.9341], [2.0572, -0.7058, -5.8137], [1.4989, -2.0002, -6.9023], [1.4511, -2.2726, -5.1621], [-1.1478, -2.0217, -6.2046], [-2.1354, -1.5336, -6.1915], [-1.1099, -2.7831, -5.4157], [-0.9736, -2.4944, -7.1833], [-0.5110, -0.3965, -1.4578], [-2.4024, -0.7888, -0.5079], [-2.2876, 0.6363, -0.5566], [-2.0967, 1.0308, -1.9241], [-2.4598, 1.2946, 0.2915], [-2.2209, -0.1541, -2.7404], [-2.3925, -1.2868, -1.8644], [-2.6144, -2.3037, -2.1834], [-2.5493, -1.3805, 0.3918], [-2.0040, 2.0588, -2.2570], [-2.2578, -0.1662, -3.8198], [0.7641, -1.8172, -0.0858], [0.0873, -2.5395, -1.1073], [0.5799, -2.0770, -2.3888], [-0.5452, -3.4025, -0.9360], [1.6561, -1.1490, -2.1250], [1.7253, -0.9734, -0.7050], [2.5069, -0.4360, -0.1905], [0.6716, -2.0052, 0.9780], [0.2789, -2.4140, -3.3772], [2.4244, -0.8007, -2.8104], [2.1956, 1.8677, -5.0193], [1.6215, 1.5909, -3.7265], [0.6636, 2.7358, -3.3424], [2.4314, 1.5357, -2.9692], [1.1432, 0.5988, -3.7960], [0.9821, 3.8526, -4.3514], [0.8679, 3.0467, -2.3116], [-0.3825, 2.4017, -3.3599], [2.1944, 3.3174, -5.1161], [1.2444, 4.7660, -3.8112], [0.1452, 4.0405, -5.0312], [3.0942, 3.6878, -4.5966], [2.2392, 3.6107, -6.1707], [1.5953, 1.7132, 1.9954], [1.0802, 0.7746, 1.0224], [0.3761, 1.1853, -0.0472], [0.1939, 2.3840, -0.2286], [1.8939, 1.0658, 2.8234], [0.8190, 2.4181, 2.3061], [2.4730, 2.2083, 1.5664]],
  "forces_ev_per_a": [[-0.24, 0.96, -2.76], [0.16, 0.08, 0.90], [-0.02, 0.04, 0.20], [-0.18, -0.49, 0.13], [0.41, -0.02, 0.35], [-0.03, -0.08, -0.44], [-0.20, 0.11, 0.13], [0.00, 0.02, -0.09], [0.24, -0.41, 0.09], [-0.19, -0.18, 0.11], [0.08, 0.07, 0.08], [0.15, 0.08, 0.10], [0.12, -0.22, 0.18], [0.27, -0.28, -0.05], [-0.14, 0.08, -0.16], [-0.16, 0.03, 0.27], [1.63, 2.18, 0.65], [-2.10, 0.43, -0.42], [-0.50, -1.07, -0.44], [-1.59, -0.76, -0.21], [0.69, -0.12, -0.22], [-1.40, 0.62, 0.86], [-1.03, 1.04, 0.12], [0.39, 0.27, 0.13], [0.11, 0.12, -0.24], [0.05, -0.31, 0.07], [0.12, -0.14, 0.42], [1.00, -1.24, -0.55], [1.47, -0.17, -0.30], [1.15, -0.47, 0.78], [-0.36, 0.42, -0.12], [-0.02, -1.08, 1.33], [1.07, -1.89, -1.22], [-0.30, 0.12, -0.17], [-0.15, 0.28, -0.17], [-0.08, -0.01, 0.37], [-0.57, 0.13, 0.01], [-0.74, 1.47, -0.01], [0.33, -0.63, 0.51], [0.11, -0.31, 0.11], [-0.22, 0.02, -0.38], [0.32, 0.90, 0.18], [-0.09, -0.30, -0.09], [-0.20, -0.12, -0.28], [0.42, 0.20, -0.15], [0.62, -0.52, 0.31], [-0.15, 0.07, -0.31], [0.05, 0.11, 0.12], [0.03, -0.05, -0.28], [-0.01, -0.15, 0.15], [-0.28, -0.67, -0.69], [0.47, 0.26, 1.94], [-0.93, 0.34, -1.68], [0.35, 0.62, 0.67], [0.05, 0.28, 0.05], [0.25, 0.09, -0.10], [-0.20, 0.25, 0.24]]
}

***

# 4
{
  "formula": "C4H5NO",
  "method": "ωB97M-V/def2-TZVPD",
  "fmax_ha_per_bohr": 0.01678,
  "homo_ev": -9.84,
  "relative_energy_kcal_mol": 35.6,
  "gap_ha": 0.391,
  "lumo_ev": 0.8,
  "energy_ev": -7764.9844,
  "elements": ["C", "C", "C", "C", "N", "O", "H", "H", "H", "H", "H"],
  "coordinates": [[2.3193, 0.1860, -0.7482], [1.3324, -0.1727, -0.1612], [0.0817, -0.9010, 0.0471], [-1.1745, -0.0356, -0.0264], [-1.2543, 0.9863, 0.8701], [-2.0549, -0.2884, -0.8249], [3.1136, 0.3975, -1.4245], [0.0925, -1.5257, 0.9487], [0.0342, -1.5503, -0.8310], [-2.0505, 1.6008, 0.7773], [-0.4395, 1.3031, 1.3730]],
  "forces_ev_per_a": [[-0.34, -0.08, 0.11], [0.49, -0.10, -0.71], [-0.02, -0.11, -0.10], [-0.17, -0.05, -0.04], [-0.02, -0.04, -0.09], [0.16, 0.10, 0.31], [0.19, 0.27, 0.34], [-0.07, 0.25, -0.09], [-0.26, -0.16, 0.30], [0.21, -0.03, 0.06], [-0.16, -0.05, -0.10]]
}